# 1
Density functional theory data (ωB97M-V/def2-TZVPD) for a molecular structure, C37H35F3N6O3SSbSeW.

Geometry as XYZ:
```
88
Properties=species:S:1:pos:R:3
W -0.319 0.897 0.534
C 0.439 -1.131 3.903
C 1.073 0.040 3.206
C 1.800 0.997 3.821
C 2.432 2.045 3.059
C 2.484 1.962 1.715
C 1.848 0.842 1.030
N 0.928 0.130 1.824
Sb 3.393 -0.294 -0.021
C 2.722 -2.337 0.183
C 3.298 -3.292 -0.654
C 2.982 -4.624 -0.459
C 2.101 -4.963 0.555
C 1.565 -3.950 1.339
C 0.567 -4.225 2.430
N 1.886 -2.666 1.163
C 2.842 -0.058 -2.093
C 3.851 -0.071 -3.048
C 3.501 0.061 -4.385
C 2.168 0.214 -4.711
C 1.217 0.231 -3.691
C -0.242 0.423 -3.994
N 1.557 0.091 -2.411
H -0.288 -0.803 4.648
H -0.057 -1.764 3.174
H 1.200 -1.726 4.413
H 1.927 0.958 4.896
H 2.920 2.859 3.581
H 3.063 2.671 1.132
H 3.986 -2.995 -1.437
H 3.416 -5.391 -1.089
H 1.821 -5.994 0.729
H 0.165 -5.236 2.369
H 1.029 -4.096 3.411
H -0.248 -3.504 2.339
H 4.888 -0.175 -2.753
H 4.260 0.051 -5.158
H 1.857 0.329 -5.742
H -0.415 1.397 -4.454
H -0.600 -0.336 -4.691
H -0.815 0.351 -3.070
O -1.545 -0.089 1.911
N -2.756 -0.500 1.482
C -3.233 -1.635 2.033
C -4.475 -2.091 1.701
C -5.234 -1.351 0.784
C -4.718 -0.209 0.232
C -3.425 0.234 0.567
S -2.680 1.627 -0.077
H -2.557 -2.111 2.728
H -4.845 -3.003 2.144
H -6.224 -1.687 0.506
H -5.272 0.377 -0.487
F 0.815 5.546 -1.616
C 0.542 4.324 -2.105
F 1.707 3.716 -2.334
F -0.077 4.492 -3.282
C -0.375 3.563 -1.109
O -1.424 4.080 -0.809
O 0.143 2.467 -0.676
C -3.004 -2.784 -2.172
C -1.517 -2.521 -2.449
C -0.720 -3.817 -2.262
C -1.341 -2.021 -3.888
C -1.025 -1.492 -1.520
C -0.602 -0.598 -0.808
H -3.386 -3.544 -2.857
H -3.586 -1.871 -2.304
H -3.147 -3.137 -1.148
H -1.052 -4.563 -2.988
H -0.871 -4.220 -1.260
H 0.347 -3.639 -2.400
H -1.712 -2.772 -4.590
H -0.287 -1.835 -4.100
H -1.891 -1.092 -4.045
Se -1.805 2.209 3.459
N -0.616 2.652 2.188
C -0.306 3.925 2.360
C 0.636 4.672 1.583
C 0.838 5.974 1.881
C 0.149 6.627 2.961
C -0.726 5.959 3.741
C -0.976 4.574 3.466
N -1.794 3.821 4.170
H 1.178 4.180 0.792
H 1.540 6.550 1.293
H 0.352 7.674 3.146
H -1.246 6.427 4.565
```

Results
**Expectation value of S²**: 0.789
**Multiplicity**: 2
**Total charge**: 0
**ΔE to the lowest compared entry with this formula, charge and spin**: 5.7 kcal/mol
**Frontier orbital gap (spin up / spin down)**: 5.866 / 5.750 eV
**Highest occupied orbital energy (spin up / spin down)**: -6.8 / -6.7 eV


# 2
Density functional theory data (ωB97M-V/def2-TZVPD) for 14 unconnected molecules or ions with the total composition C96H218N14O14.

Geometry as XYZ:
```
342
Properties=species:S:1:pos:R:3
C 3.756 -1.114 -4.188
C 4.710 -2.066 -3.558
C 4.014 -3.425 -3.340
O 2.803 -3.384 -2.628
C 2.080 -4.568 -2.381
N 5.963 -2.163 -4.341
H 2.979 -0.817 -3.484
H 3.230 -1.615 -5.001
H 4.255 -0.197 -4.501
H 4.785 -1.629 -2.562
H 4.674 -4.251 -3.075
H 3.678 -3.763 -4.320
H 1.248 -4.356 -1.710
H 2.807 -5.243 -1.929
H 1.620 -4.997 -3.272
H 6.456 -3.042 -4.282
H 6.681 -1.569 -3.951
C -3.565 7.672 -5.911
C -2.644 6.568 -5.447
C -2.595 6.302 -3.949
O -1.465 5.518 -3.676
C -1.565 4.900 -2.358
N -3.036 5.380 -6.172
H -4.607 7.523 -5.626
H -3.505 7.911 -6.973
H -3.347 8.642 -5.464
H -1.678 6.817 -5.887
H -3.486 5.801 -3.571
H -2.657 7.279 -3.470
H -0.671 4.319 -2.130
H -2.418 4.233 -2.480
H -1.843 5.542 -1.522
H -2.638 5.331 -7.099
H -2.559 4.661 -5.648
C 8.417 -1.138 0.550
C 8.026 -0.445 1.882
C 8.150 -1.498 3.072
O 7.438 -2.691 2.919
C 7.523 -3.707 3.885
N 8.917 0.765 2.015
H 8.329 -0.533 -0.352
H 7.837 -2.039 0.350
H 9.451 -1.449 0.402
H 6.978 -0.154 1.949
H 7.772 -0.910 3.909
H 9.228 -1.579 3.204
H 8.534 -4.114 3.894
H 6.754 -4.476 3.806
H 7.271 -3.291 4.861
H 8.625 1.291 2.826
H 8.873 1.318 1.170
C 5.134 0.966 4.421
C 5.687 2.324 4.008
C 4.717 3.496 4.340
O 5.164 4.766 4.029
C 4.323 5.843 4.373
N 6.989 2.455 4.672
H 5.322 0.678 5.455
H 5.568 0.207 3.770
H 4.058 0.879 4.266
H 5.819 2.322 2.926
H 4.478 3.464 5.403
H 3.860 3.255 3.712
H 3.872 5.730 5.359
H 3.575 6.150 3.642
H 5.039 6.660 4.463
H 7.250 3.343 4.269
H 6.997 2.498 5.681
C -4.212 1.740 0.106
C -5.116 2.021 1.339
C -4.312 1.596 2.597
O -4.989 1.858 3.810
C -4.179 1.488 4.987
N -5.417 3.430 1.526
H -3.806 2.694 -0.232
H -4.957 1.480 -0.646
H -3.476 0.937 0.125
H -6.100 1.564 1.444
H -3.299 1.998 2.615
H -4.292 0.506 2.581
H -3.804 0.468 4.907
H -4.729 1.519 5.927
H -3.301 2.129 4.912
H -5.702 3.830 0.644
H -4.510 3.810 1.757
C -0.940 4.243 3.906
C -1.399 5.235 2.762
C -0.535 4.996 1.499
O 0.852 5.128 1.582
C 1.171 6.512 1.514
N -2.787 4.924 2.472
H -1.461 4.543 4.816
H 0.125 4.297 4.132
H -1.134 3.200 3.654
H -1.462 6.248 3.160
H -0.833 5.485 0.572
H -0.727 3.940 1.312
H 2.244 6.653 1.379
H 0.978 6.971 2.484
H 0.613 6.946 0.685
H -3.302 5.582 1.904
H -3.211 4.883 3.388
C 3.100 -4.911 3.673
C 2.012 -6.060 3.766
C 1.697 -6.463 2.260
C 2.726 -7.384 1.734
C 2.808 -8.562 2.698
C 3.394 -8.119 4.056
N 2.486 -7.122 4.653
O 2.912 -6.753 5.933
C 3.241 -9.366 5.031
C 4.844 -7.851 3.963
C 0.735 -5.344 4.321
H 3.598 -4.797 4.636
H 2.699 -3.975 3.285
H 3.882 -5.180 2.962
H 0.709 -6.923 2.268
H 1.711 -5.625 1.563
H 3.677 -6.878 1.565
H 2.508 -7.760 0.735
H 3.471 -9.315 2.275
H 1.872 -9.099 2.852
H 3.626 -10.211 4.460
H 3.806 -9.321 5.962
H 2.194 -9.615 5.201
H 5.005 -6.894 3.467
H 5.303 -7.735 4.944
H 5.415 -8.619 3.440
H 1.104 -4.514 4.924
H 0.066 -5.986 4.895
H 0.279 -4.907 3.433
H 2.180 -7.165 6.397
C 0.481 -2.103 7.424
C 1.174 -0.759 6.983
C 0.179 -0.034 6.068
C 0.286 1.491 5.813
C 0.507 2.160 7.117
C 1.525 1.544 8.129
N 1.378 0.076 8.148
O 2.339 -0.518 9.037
C 2.975 2.064 7.705
C 1.023 2.198 9.476
C 2.464 -1.096 6.214
H 0.277 -2.880 6.687
H -0.497 -2.006 7.895
H 0.987 -2.575 8.266
H -0.010 -0.471 5.087
H -0.797 -0.192 6.526
H -0.636 1.978 5.494
H 1.134 1.723 5.168
H -0.417 2.395 7.645
H 0.906 3.168 7.001
H 3.746 1.854 8.446
H 3.332 1.543 6.816
H 3.013 3.149 7.602
H 0.140 1.653 9.811
H 1.756 2.020 10.262
H 0.793 3.263 9.499
H 3.368 -1.006 6.817
H 2.520 -0.502 5.301
H 2.459 -2.129 5.867
H 1.739 -0.851 9.708
C -2.010 -4.910 -3.357
C -3.430 -4.506 -3.786
C -4.415 -5.761 -3.545
C -5.895 -5.365 -3.813
C -6.386 -4.154 -3.060
C -5.416 -2.951 -3.136
N -4.002 -3.382 -3.005
O -3.093 -2.314 -2.941
C -5.672 -2.130 -4.432
C -5.849 -2.080 -1.906
C -3.420 -4.177 -5.273
H -2.014 -5.089 -2.281
H -1.281 -4.117 -3.524
H -1.673 -5.765 -3.943
H -3.914 -6.547 -4.111
H -4.292 -6.052 -2.502
H -6.579 -6.179 -3.575
H -6.036 -5.390 -4.894
H -6.623 -4.279 -2.003
H -7.371 -3.984 -3.496
H -6.676 -1.711 -4.493
H -4.991 -1.299 -4.620
H -5.586 -2.726 -5.340
H -6.852 -1.655 -1.877
H -5.733 -2.563 -0.936
H -5.091 -1.297 -1.908
H -4.359 -4.520 -5.709
H -2.627 -4.784 -5.710
H -3.202 -3.131 -5.486
H -2.885 -2.179 -2.014
C -6.524 -4.111 4.576
C -5.350 -3.681 3.618
C -4.174 -2.811 4.287
C -2.873 -2.562 3.441
C -2.471 -3.967 3.020
C -3.496 -4.825 2.278
N -4.748 -4.884 3.035
O -5.682 -5.830 2.555
C -3.807 -4.363 0.825
C -2.922 -6.281 2.120
C -6.044 -2.857 2.483
H -6.121 -4.823 5.297
H -7.461 -4.439 4.127
H -6.627 -3.180 5.134
H -4.549 -1.812 4.508
H -3.818 -3.305 5.191
H -2.154 -2.054 4.083
H -3.116 -1.993 2.543
H -2.141 -4.577 3.861
H -1.485 -3.887 2.562
H -3.159 -4.835 0.087
H -4.849 -4.546 0.562
H -3.697 -3.280 0.770
H -1.959 -6.260 1.611
H -2.734 -6.759 3.081
H -3.598 -6.988 1.639
H -6.615 -3.497 1.811
H -5.307 -2.388 1.830
H -6.629 -2.044 2.913
H -5.724 -6.499 3.243
C -4.968 2.769 -3.776
C -6.253 2.803 -4.429
C -7.315 2.943 -3.258
C -8.725 3.151 -3.775
C -8.764 4.437 -4.518
C -7.767 4.504 -5.738
N -6.425 3.963 -5.374
O -5.472 3.955 -6.412
C -8.364 3.854 -7.013
C -7.543 6.006 -5.946
C -6.479 1.440 -5.069
H -4.848 3.770 -3.361
H -4.179 2.689 -4.524
H -4.787 2.081 -2.951
H -7.375 2.083 -2.592
H -7.039 3.733 -2.559
H -9.359 3.085 -2.891
H -9.051 2.258 -4.308
H -8.554 5.259 -3.833
H -9.794 4.443 -4.872
H -8.569 2.804 -6.806
H -9.341 4.213 -7.337
H -7.731 3.870 -7.901
H -8.419 6.653 -5.994
H -6.892 6.411 -5.171
H -7.027 6.135 -6.897
H -6.583 0.658 -4.317
H -5.680 1.283 -5.794
H -7.391 1.372 -5.663
H -4.777 4.570 -6.165
C 2.107 -0.455 -7.529
C 0.634 0.076 -7.816
C -0.385 -0.637 -6.865
C -0.391 -0.033 -5.417
C -0.586 1.481 -5.372
C 0.464 2.174 -6.266
N 0.545 1.548 -7.618
O 1.379 2.285 -8.495
C 0.013 3.626 -6.414
C 1.830 2.176 -5.414
C 0.470 -0.224 -9.313
H 2.175 -1.541 -7.602
H 2.399 -0.105 -6.539
H 2.802 -0.088 -8.285
H -1.409 -0.666 -7.237
H -0.131 -1.681 -6.682
H 0.518 -0.346 -4.903
H -1.249 -0.504 -4.938
H -0.728 1.822 -4.346
H -1.598 1.596 -5.761
H -0.206 3.994 -5.411
H 0.673 4.311 -6.946
H -0.885 3.719 -7.024
H 2.038 1.251 -4.876
H 2.722 2.301 -6.027
H 1.867 2.960 -4.657
H -0.493 0.132 -9.678
H 0.491 -1.310 -9.408
H 1.310 0.138 -9.906
H 2.261 2.081 -8.175
C 3.387 -1.375 1.186
C 1.880 -0.998 1.374
C 1.911 0.408 1.860
C 0.533 1.141 1.832
C 0.015 1.111 0.418
C -0.101 -0.330 -0.142
N 1.273 -0.963 0.069
O 1.280 -2.162 -0.604
C -1.345 -1.142 0.439
C -0.319 -0.152 -1.692
C 1.178 -1.915 2.418
H 4.085 -1.139 1.989
H 3.672 -0.921 0.237
H 3.510 -2.444 1.013
H 2.184 0.401 2.915
H 2.658 1.026 1.362
H 0.791 2.124 2.226
H -0.146 0.704 2.565
H 0.645 1.760 -0.191
H -1.002 1.485 0.539
H -2.216 -1.264 -0.205
H -0.973 -2.090 0.827
H -1.837 -0.629 1.265
H 0.592 0.251 -2.134
H -0.590 -1.109 -2.137
H -1.155 0.496 -1.957
H 0.210 -1.590 2.801
H 1.757 -1.912 3.341
H 1.198 -2.906 1.963
H 1.938 -2.023 -1.289
C 3.116 3.091 -1.638
C 4.204 4.197 -1.622
C 4.505 4.793 -0.242
C 5.284 3.820 0.676
C 6.567 3.497 -0.021
C 6.380 2.920 -1.393
N 5.437 3.717 -2.199
O 5.413 3.334 -3.548
C 7.765 2.922 -2.092
C 5.984 1.463 -1.324
C 3.623 5.362 -2.463
H 3.066 2.359 -0.831
H 3.182 2.440 -2.510
H 2.123 3.510 -1.796
H 5.082 5.718 -0.218
H 3.600 4.847 0.363
H 4.757 2.870 0.762
H 5.489 4.281 1.642
H 7.095 2.729 0.545
H 7.263 4.335 -0.062
H 7.733 2.563 -3.121
H 8.172 3.932 -2.113
H 8.469 2.260 -1.587
H 6.602 0.922 -0.608
H 5.008 1.352 -0.851
H 5.979 0.949 -2.286
H 3.353 4.970 -3.444
H 4.386 6.107 -2.692
H 2.727 5.869 -2.107
H 6.035 3.938 -3.961
```

Results
**Total charge**: 0
**ΔE to the lowest compared entry with this formula, charge and spin**: 0.0 kcal/mol
**Frontier orbital gap**: 8.006 eV
**Highest occupied orbital energy**: -7.7 eV


# 3
Density functional theory data (ωB97M-V/def2-TZVPD) for a molecular structure, C28H24CdN7OS.

Geometry as XYZ:
```
62
Properties=species:S:1:pos:R:3
Cd -0.524 -0.064 0.977
C -1.922 -1.204 3.932
C -0.494 -1.633 3.830
C -0.012 -2.692 4.594
C 1.299 -3.084 4.452
C 2.121 -2.393 3.570
C 1.585 -1.346 2.850
N 0.295 -0.980 2.973
C 2.414 -0.543 1.903
C 3.801 -0.526 1.911
C 4.448 0.303 1.006
C 3.719 1.097 0.139
C 2.331 1.026 0.185
N 1.734 0.212 1.046
C 1.430 1.862 -0.663
C 1.918 2.569 -1.742
C 1.038 3.364 -2.464
C -0.279 3.434 -2.070
C -0.707 2.696 -0.966
C -2.126 2.805 -0.500
N 0.137 1.912 -0.291
H -2.243 -1.163 4.972
H -2.572 -1.907 3.407
H -2.051 -0.209 3.507
H -0.678 -3.201 5.277
H 1.688 -3.920 5.017
H 3.151 -2.686 3.436
H 4.366 -1.117 2.615
H 5.529 0.345 0.995
H 4.222 1.767 -0.541
H 2.952 2.489 -2.040
H 1.385 3.918 -3.326
H -0.988 4.058 -2.596
H -2.418 3.854 -0.447
H -2.256 2.365 0.485
H -2.808 2.304 -1.190
C 2.486 0.225 -4.146
C 2.772 -0.614 -3.078
C 1.761 -1.077 -2.249
C 0.450 -0.666 -2.481
C 0.149 0.169 -3.552
C 1.171 0.600 -4.383
N -0.604 -1.093 -1.626
N -1.891 -0.963 -2.091
C -2.793 -0.596 -1.181
C -4.133 -0.485 -1.686
C -5.154 -0.119 -0.878
C -4.897 0.153 0.492
C -3.622 0.033 0.931
N -2.563 -0.338 0.143
H 3.276 0.561 -4.805
H 3.789 -0.942 -2.901
H 1.982 -1.766 -1.447
H -0.877 0.452 -3.732
H 0.931 1.234 -5.227
H -4.275 -0.707 -2.734
H -6.158 -0.038 -1.273
H -5.683 0.436 1.176
H -3.384 0.224 1.968
O -0.667 -3.528 1.179
S -1.287 -2.949 -0.023
N -0.263 -1.919 -0.638
```

Results
**Total charge**: +1
**ΔE to the lowest compared entry with this formula, charge and spin**: 31.6 kcal/mol
**Frontier orbital gap**: 6.351 eV
**Highest occupied orbital energy**: -9.7 eV


Question: Look up the total charge of the second one.
Answer: 0